*A*
Entry from the Open Molecules 2025 dataset: a cluster of 2 separate species, C4H11N3O2 in total (the ωB97M-V functional and the def2-TZVPD basis).

Geometry as XYZ:
```
20
Properties=species:S:1:pos:R:3
C 1.965 -2.001 -1.193
C 1.677 -0.350 0.659
N 1.323 0.669 0.079
N 1.182 -1.482 -0.112
N 2.355 -0.626 1.763
H -2.504 -0.797 -0.067
H 1.411 1.662 0.204
H 0.186 -1.338 -0.310
H 2.257 -1.479 2.295
H 2.618 0.141 2.362
H 2.194 -1.372 -2.066
H 1.498 -2.912 -1.576
H 2.950 -2.309 -0.827
C -3.058 2.262 -0.282
C -2.256 1.060 0.011
O -2.642 -0.051 -0.680
O -1.361 1.003 0.828
H -2.741 3.064 0.366
H -4.124 2.160 -0.170
H -2.930 2.695 -1.283
```

Its charge is +1. Its spin multiplicity is 2. The value obtained for the HOMO-LUMO gap (spin up / spin down) is 11.022 / 6.423 eV.


*B*
Entry from the Open Molecules 2025 dataset: a cluster of 2 separate species, C4H11N3O2 in total (the ωB97M-V functional and the def2-TZVPD basis).

Geometry as XYZ:
```
20
Properties=species:S:1:pos:R:3
C -0.431 -2.236 0.759
C -0.881 -0.805 -1.275
N 0.310 -0.403 -1.603
N -1.281 -1.817 -0.386
N -1.923 0.085 -1.477
H 1.195 -0.896 -1.552
H 0.330 2.233 2.923
H -1.651 -2.680 -0.902
H -1.689 0.928 -2.005
H -2.647 0.258 -0.798
H 0.531 -1.705 0.653
H -0.256 -3.305 0.542
H -0.950 -2.136 1.667
C 1.324 1.920 -0.136
C 1.251 1.422 1.263
O 0.962 2.434 2.153
O 1.832 0.434 1.620
H 1.335 3.018 -0.009
H 0.446 1.547 -0.693
H 2.191 1.706 -0.741
```

Its charge is +1. Its spin multiplicity is 2. The value obtained for the HOMO-LUMO gap (spin up / spin down) is 9.849 / 5.248 eV.


Relative to the most stable structure, the computed energies are *A* 0.0; *B* 32.0, all in kcal/mol.


*A*
Entry from the Open Molecules 2025 dataset: the molecule C2H3BrO2 (the ωB97M-V functional and the def2-TZVPD basis).

Geometry as XYZ:
```
8
Properties=species:S:1:pos:R:3
C 0.205 -1.045 0.426
C -0.896 0.188 -0.894
O 0.075 -0.851 -0.916
O 0.156 -0.312 1.428
Br -2.495 -0.246 0.129
H 0.515 -2.080 0.524
H -0.249 0.797 -0.068
H -1.028 0.753 -1.750
```

The value obtained for the HOMO-LUMO gap is 10.914 eV. The SMILES is O=COCBr.


*B*
Entry from the Open Molecules 2025 dataset: the molecule C2H3BrO2 (the ωB97M-V functional and the def2-TZVPD basis).

Geometry as XYZ:
```
8
Properties=species:S:1:pos:R:3
C -0.246 -0.019 0.653
C 0.754 -0.210 -0.447
O -1.900 0.982 -0.700
O -1.436 0.465 0.460
Br 0.064 -0.510 2.373
H 1.425 -0.886 -0.175
H 1.015 0.769 -0.824
H 0.325 -0.591 -1.340
```

The value obtained for the HOMO-LUMO gap (spin up / spin down) is 8.781 / 8.784 eV.


*C*
Entry from the Open Molecules 2025 dataset: a structure of composition C2H3BrO2 (the ωB97M-V functional and the def2-TZVPD basis).

Geometry as XYZ:
```
8
Properties=species:S:1:pos:R:3
C -0.562 0.739 0.554
C 0.422 -0.609 -0.570
O -0.895 -0.346 -0.342
O 0.779 0.331 0.699
Br 0.919 -2.432 -0.606
H -0.418 1.756 0.122
H -1.085 0.688 1.635
H 0.841 -0.127 -1.492
```

The value obtained for the HOMO-LUMO gap is 11.076 eV.


Relative to the most stable structure, the computed energies are *A* 0.0; *B* 69.3; *C* 9.9, all in kcal/mol.